Entry 1:
The following is a DFT calculation (the ωB97M-V functional and the def2-TZVPD basis) of one molecule with the formula C20H32N2O2S.

Cartesian coordinates (Å):
C1 -3.94 1.38 -6.04
C2 -4.07 2.01 -4.66
O1 -4.31 1.06 -3.64
C3 -3.30 0.29 -3.17
C4 -1.96 0.40 -3.53
C5 -1.02 -0.44 -2.96
C6 -1.37 -1.39 -2.01
C7 -0.34 -2.28 -1.36
N1 0.45 -1.69 -0.29
C8 1.42 -0.69 -0.67
C9 2.44 -0.55 0.46
N2 1.76 -0.20 1.69
C10 2.61 0.24 2.79
C11 3.76 -0.72 3.15
C12 4.44 -0.31 4.44
S1 5.26 1.31 4.26
C13 3.79 2.25 3.75
C14 3.16 1.64 2.51
C15 0.82 -1.25 2.03
C16 -0.24 -1.33 0.93
C17 -1.05 -0.02 0.89
C18 -2.24 -0.04 1.83
O2 -2.98 1.16 1.81
C19 -2.72 -1.50 -1.66
C20 -3.66 -0.67 -2.23
H1 -3.09 0.70 -6.07
H2 -4.84 0.81 -6.27
H3 -3.80 2.15 -6.79
H4 -3.18 2.62 -4.42
H5 -4.95 2.67 -4.63
H6 -1.63 1.13 -4.25
H7 0.02 -0.35 -3.26
H8 -0.83 -3.16 -0.94
H9 0.38 -2.62 -2.12
H10 0.96 0.30 -0.87
H11 1.93 -1.02 -1.57
H12 2.98 -1.51 0.55
H13 3.16 0.23 0.20
H14 1.95 0.31 3.66
H15 4.49 -0.74 2.35
H16 3.36 -1.73 3.28
H17 5.23 -1.00 4.72
H18 3.73 -0.23 5.26
H19 4.13 3.26 3.56
H20 3.09 2.26 4.59
H21 3.91 1.61 1.72
H22 2.33 2.28 2.17
H23 1.31 -2.23 2.12
H24 0.34 -1.00 2.98
H25 -0.93 -2.16 1.16
H26 -1.42 0.17 -0.12
H27 -0.38 0.80 1.16
H28 -2.95 -0.82 1.53
H29 -1.91 -0.26 2.86
H30 -2.37 1.89 1.99
H31 -3.02 -2.24 -0.94
H32 -4.71 -0.75 -1.96

Values from the calculation:
highest occupied orbital energy	-8.1055	eV
structure (SMILES)	CCOc1ccc(CN2CCN(C3CCSCC3)C[C@H]2CCO)cc1
Kohn-Sham gap	8.84	eV
molecular weight	364.56	g mol⁻¹
LUMO	0.73	eV

Entry 2:
The following is a DFT calculation (the ωB97M-V functional and the def2-TZVPD basis) of C20H33As3NPbSSe2Te2 as an isolated structure.

Cartesian coordinates (Å):
Pb1 0.61 0.68 -0.67
S1 2.51 1.08 3.80
C1 3.55 0.04 2.93
C2 3.16 -0.10 1.63
C3 1.99 0.64 1.29
C4 1.52 1.34 2.38
C5 0.29 2.16 2.45
C6 -0.09 2.90 3.57
C7 -1.31 3.56 3.56
C8 -2.12 3.50 2.43
C9 -1.64 2.79 1.34
N1 -0.48 2.14 1.36
H1 4.39 -0.43 3.44
H2 3.69 -0.74 0.93
H3 0.56 2.94 4.44
H4 -1.63 4.13 4.42
H5 -3.08 3.99 2.39
H6 -2.20 2.73 0.40
C10 -0.76 -3.23 3.01
As1 -1.17 -1.77 1.76
C11 -1.77 -0.54 3.16
C12 -3.03 -2.22 1.21
C13 -3.31 -3.22 0.06
C14 -4.83 -3.42 -0.02
C15 -2.88 -2.64 -1.31
As2 -1.02 -2.06 -1.64
C16 -0.01 -3.74 -1.77
C17 -1.27 -1.79 -3.56
C18 -2.58 -4.57 0.27
As3 -3.03 -5.94 1.62
C19 -4.05 -5.07 3.04
C20 -4.58 -6.75 0.73
H7 -1.49 -3.28 3.82
H8 0.22 -3.01 3.45
H9 -0.70 -4.20 2.52
H10 -2.48 -1.04 3.83
H11 -2.25 0.33 2.72
H12 -0.91 -0.20 3.75
H13 -3.44 -1.25 0.93
H14 -3.56 -2.54 2.11
H15 -5.32 -2.47 -0.25
H16 -5.25 -3.80 0.91
H17 -5.08 -4.12 -0.82
H18 -3.45 -1.73 -1.50
H19 -3.16 -3.36 -2.09
H20 -0.58 -4.55 -2.24
H21 0.34 -4.05 -0.79
H22 0.86 -3.50 -2.38
H23 -1.69 -2.68 -4.02
H24 -0.30 -1.56 -4.00
H25 -1.93 -0.93 -3.71
H26 -1.52 -4.37 0.41
H27 -2.64 -5.14 -0.66
H28 -3.41 -4.43 3.65
H29 -4.43 -5.87 3.68
H30 -4.90 -4.48 2.68
H31 -4.28 -7.13 -0.25
H32 -5.40 -6.04 0.60
H33 -4.93 -7.59 1.33
Se1 2.60 -0.42 -2.44
Te1 2.28 2.08 -2.67
Te2 0.08 2.34 -4.25
Se2 -1.87 2.24 -2.72

Values from the calculation:
highest occupied orbital energy	-3.5123	eV
total charge	-1
Kohn-Sham gap	5.83	eV
molecular weight	1164.64	g mol⁻¹
LUMO	2.32	eV

Entry 3:
The following is a DFT calculation (the ωB97M-V functional and the def2-TZVPD basis) of C20H33Br9O9 as an isolated structure at a distorted geometry.

Cartesian coordinates (Å):
C1 5.65 2.63 -0.37
C2 4.58 1.55 0.00
C3 3.32 2.12 0.59
O1 2.28 1.63 -0.30
C4 2.83 0.92 -1.29
O2 2.16 0.24 -1.97
O3 4.19 1.02 -1.28
H1 6.62 2.31 -0.75
H2 5.86 3.34 0.44
H3 5.09 3.17 -1.14
H4 4.97 0.75 0.62
H5 3.15 3.19 0.59
H6 3.15 1.79 1.61
C5 -1.88 -1.67 3.86
C6 -1.89 -1.17 2.45
C7 -3.42 -1.04 1.92
O4 -3.44 0.31 1.54
C8 -2.25 0.98 1.77
O5 -2.09 2.15 1.54
O6 -1.42 0.19 2.45
H7 -2.56 -2.52 3.99
H8 -2.11 -0.95 4.64
H9 -0.94 -2.18 4.04
H10 -1.26 -1.73 1.75
H11 -4.14 -1.24 2.72
H12 -3.80 -1.53 1.02
C9 -4.25 0.68 -0.61
C10 -3.79 2.11 -0.85
O7 -4.60 3.00 -0.95
C11 -2.28 2.35 -1.01
H13 -3.43 -0.04 -0.61
H14 -4.76 0.36 -1.52
H15 -4.90 0.53 0.25
H16 -1.80 1.64 -1.68
H17 -1.82 2.18 -0.04
H18 -2.15 3.41 -1.24
C12 3.18 -2.97 1.75
C13 2.92 -1.82 0.85
O8 3.05 -1.80 -0.36
C14 2.25 -0.57 1.44
H19 3.43 -2.62 2.75
H20 3.85 -3.72 1.32
H21 2.25 -3.52 1.87
H22 2.10 -0.78 2.50
H23 1.24 -0.52 1.04
H24 2.90 0.27 1.21
C15 0.48 -1.57 -0.64
C16 -0.29 -0.35 -0.23
O9 -0.81 -0.27 0.86
C17 -0.36 0.75 -1.25
H25 0.39 -1.86 -1.68
H26 0.06 -2.48 -0.20
H27 1.52 -1.44 -0.32
H28 -1.13 1.48 -1.01
H29 -0.47 0.33 -2.24
H30 0.62 1.24 -1.28
C18 -0.19 3.88 -3.21
Br1 -0.20 4.23 -5.14
Br2 1.36 4.87 -2.35
Br3 0.04 1.94 -2.59
H31 -1.08 4.19 -2.68
C19 -2.58 -1.58 -3.63
Br4 -1.18 -2.17 -2.38
Br5 -2.51 0.42 -3.78
Br6 -4.38 -2.10 -3.03
H32 -2.27 -2.05 -4.56
C20 -0.55 -3.83 0.99
Br7 0.36 -5.26 2.09
Br8 -2.50 -3.92 1.38
Br9 -0.26 -4.03 -1.01
H33 -0.11 -2.89 1.33

Values from the calculation:
highest occupied orbital energy	-7.5913	eV
Kohn-Sham gap	6.38	eV
molecular weight	1136.61	g mol⁻¹
LUMO	-1.22	eV

Entry 4:
The following is a DFT calculation (the ωB97M-V functional and the def2-TZVPD basis) of a 8-piece molecular cluster, C20H33Cl14NO2 overall at a distorted geometry.

Cartesian coordinates (Å):
Cl1 1.46 -0.83 3.26
C1 1.63 -1.92 4.59
C2 2.05 -3.39 4.29
Cl2 0.68 -4.17 3.40
H1 0.68 -1.94 5.13
H2 2.42 -1.47 5.18
H3 2.40 -3.99 5.13
H4 2.94 -3.41 3.66
Cl3 4.22 -4.60 1.13
C3 3.15 -3.47 0.34
C4 2.06 -4.28 -0.35
Cl4 2.68 -5.50 -1.40
H5 3.75 -2.83 -0.31
H6 2.67 -2.89 1.13
H7 1.65 -3.65 -1.14
H8 1.34 -4.72 0.35
Cl5 2.17 1.64 0.18
C5 1.17 0.19 -0.10
C6 -0.30 0.52 0.14
Cl6 -0.83 1.45 -1.27
H9 1.59 -0.63 0.49
H10 1.37 -0.08 -1.14
H11 -0.45 1.11 1.05
H12 -0.95 -0.35 0.17
Cl7 4.02 -0.38 -2.22
C7 5.32 0.73 -1.66
C8 6.69 -0.02 -1.55
Cl8 6.43 -1.42 -0.30
H13 5.01 1.31 -0.79
H14 5.47 1.38 -2.52
H15 7.44 0.57 -1.04
H16 6.89 -0.46 -2.53
Cl9 -1.80 3.06 2.55
C9 -0.28 3.82 3.08
C10 0.49 4.34 1.88
Cl10 2.09 4.96 2.57
H17 0.31 3.13 3.68
H18 -0.52 4.58 3.83
H19 -0.01 5.21 1.47
H20 0.61 3.55 1.13
Cl11 3.18 1.15 -5.94
C11 2.00 -0.14 -5.46
C12 1.26 0.24 -4.29
Cl12 0.11 1.52 -4.77
H21 2.49 -1.12 -5.40
H22 1.35 -0.28 -6.33
H23 1.88 0.62 -3.48
H24 0.77 -0.61 -3.82
Cl13 -4.77 -2.49 3.20
C13 -3.21 -2.98 2.57
C14 -2.24 -1.83 2.66
Cl14 -1.98 -1.19 4.28
H25 -3.50 -3.41 1.61
H26 -2.96 -3.84 3.18
H27 -2.55 -0.96 2.08
H28 -1.29 -2.25 2.31
C15 -6.00 3.66 -2.98
C16 -6.95 2.67 -2.64
C17 -6.66 1.71 -1.67
C18 -5.39 1.72 -1.10
C19 -4.46 2.73 -1.43
C20 -4.73 3.69 -2.36
N1 -5.10 0.64 -0.11
O1 -6.02 -0.03 0.32
O2 -3.93 0.45 0.06
H29 -6.29 4.36 -3.74
H30 -7.88 2.66 -3.19
H31 -7.38 0.93 -1.44
H32 -3.49 2.79 -0.97
H33 -3.96 4.39 -2.65

Values from the calculation:
2S+1	2
highest occupied orbital energy (spin up / spin down)	-1.0504 / -5.1261	eV
<S²>	0.766
total charge	-1
Kohn-Sham gap (spin up / spin down)	2.83 / 6.91	eV
molecular weight	815.83	g mol⁻¹
LUMO (spin up / spin down)	1.78 / 1.78	eV